Formula: C40H52F30NiO22
Source: the Open Molecules 2025 dataset
Level of theory: ωB97M-V/def2-TZVPD

```
145
C40H52F30NiO22 ωB97M-V/def2-TZVPD
Ni -2.153 -1.207 1.200
O -0.859 -0.315 0.004
H -0.417 0.423 -0.459
O -3.248 -2.148 2.531
H -3.555 -2.345 3.437
C -6.116 1.179 2.172
C -6.258 -0.201 1.484
O -6.152 -0.180 0.058
C -4.905 -0.283 -0.490
O -3.859 -0.386 0.197
C -4.854 -0.108 -2.021
F -4.097 0.954 -2.381
F -4.201 -1.108 -2.583
F -6.103 0.041 -2.477
H -7.043 1.742 2.061
H -5.303 1.766 1.745
H -5.934 0.965 3.225
H -7.152 -0.682 1.880
H -5.371 -0.716 1.854
C 3.234 -4.143 -0.671
C 2.718 -5.519 -1.067
O 1.611 -5.857 -0.428
C 1.604 -6.531 0.778
O 2.588 -6.747 1.431
C 0.147 -6.865 1.233
F 0.298 -7.539 2.368
F -0.466 -5.765 1.567
F -0.553 -7.581 0.386
H 2.457 -3.379 -0.679
H 4.100 -3.783 -1.227
H 3.549 -4.187 0.372
H 3.477 -6.298 -0.991
H 2.425 -5.523 -2.117
C 2.476 2.239 3.770
C 3.745 2.022 4.533
O 3.604 2.472 5.877
C 4.622 2.918 6.506
O 5.745 3.082 6.039
C 4.333 3.278 7.951
F 3.915 2.177 8.491
F 5.402 3.795 8.612
F 3.431 4.227 7.996
H 2.679 1.959 2.736
H 2.175 3.284 3.840
H 1.657 1.621 4.139
H 4.504 2.538 3.944
H 3.863 0.939 4.496
C -3.413 3.855 -1.170
C -2.397 5.033 -1.224
O -2.645 5.917 -0.146
C -2.116 7.158 -0.141
O -1.270 7.528 -0.922
C -2.496 7.992 1.079
F -2.592 9.314 0.797
F -3.710 7.731 1.414
F -1.528 7.783 2.062
H -3.147 3.166 -1.972
H -4.435 4.206 -1.309
H -3.271 3.342 -0.218
H -2.500 5.550 -2.178
H -1.381 4.642 -1.171
C 4.843 2.241 -8.678
C 5.387 2.258 -7.254
O 4.400 2.809 -6.414
C 3.412 2.090 -5.857
O 3.371 0.845 -5.826
C 2.267 3.055 -5.306
F 2.073 2.751 -4.017
F 2.628 4.296 -5.530
F 1.075 2.828 -5.915
H 3.911 1.684 -8.772
H 5.491 1.684 -9.354
H 4.610 3.221 -9.095
H 6.308 2.826 -7.127
H 5.635 1.225 -7.008
C -5.711 -5.132 -0.146
C -4.484 -4.298 0.188
O -3.598 -4.579 -0.945
C -2.369 -3.975 -0.994
O -2.101 -3.004 -0.302
C -1.431 -4.581 -2.014
F -0.200 -4.252 -1.822
F -1.452 -5.894 -1.980
F -1.885 -4.140 -3.198
H -6.131 -4.843 -1.109
H -6.451 -5.050 0.650
H -5.409 -6.152 -0.386
H -3.992 -4.559 1.124
H -4.687 -3.229 0.255
C -1.061 -4.902 5.221
C -1.038 -3.779 4.173
O 0.293 -3.399 3.906
C 0.584 -2.424 3.088
O -0.236 -1.978 2.289
C 2.058 -1.881 3.127
F 2.070 -0.552 3.300
F 2.838 -2.516 4.088
F 2.634 -2.163 1.976
H -0.249 -4.855 5.947
H -0.882 -5.888 4.793
H -2.032 -4.852 5.715
H -1.693 -2.960 4.469
H -1.570 -4.147 3.295
C -0.639 -0.865 -3.718
C 0.267 -1.229 -4.894
O 1.428 -1.899 -4.482
C 2.090 -2.643 -5.492
O 1.516 -3.128 -6.484
C 3.538 -2.920 -5.178
F 4.331 -2.417 -6.105
F 3.887 -2.456 -3.959
F 3.764 -4.230 -5.204
H -0.213 -0.044 -3.142
H -0.785 -1.613 -2.939
H -1.605 -0.533 -4.099
H 0.542 -0.362 -5.494
H -0.145 -1.940 -5.611
C -0.370 4.540 2.153
C -1.056 3.141 2.134
O -0.894 2.412 3.370
C -1.424 1.173 3.541
O -1.973 0.604 2.651
C -1.443 0.731 5.048
F -2.590 0.160 5.508
F -0.440 -0.050 5.215
F -1.148 1.783 5.813
H 0.716 4.530 2.067
H -0.467 5.089 3.090
H -0.677 5.230 1.368
H -0.670 2.522 1.324
H -2.129 3.305 2.036
C 2.747 -0.254 -1.264
C 2.179 1.026 -0.677
O 2.741 2.240 -1.030
C 2.050 3.379 -0.719
O 0.849 3.449 -0.390
C 2.829 4.676 -1.060
F 2.922 5.412 0.098
F 4.101 4.428 -1.475
F 2.068 5.390 -1.917
H 3.758 -0.516 -0.951
H 2.840 -0.307 -2.349
H 2.066 -1.068 -1.018
H 2.231 0.958 0.410
H 1.126 1.025 -0.960
```

Results
E_LUMO (spin up / spin down) in eV: -0.246 / -0.289
2S+1: 3
⟨S²⟩: 2.00
HOMO energy (spin up / spin down) in eV: -8.530 / -8.428
Net charge: 0
DFT total energy in hartree: -7714.943336
Energy relative to the best compared isomer or geometry (same formula, charge and spin) in eV: 0.000

Results of the Mulliken charge analysis, in e, for atoms 1 through 4: Ni 3.22; O 0.79; H -0.67; O -0.85

Formula: C40H52N12
Source: the Open Molecules 2025 dataset
Level of theory: ωB97M-V/def2-TZVPD

```
104
C40H52N12 ωB97M-V/def2-TZVPD
C 27.162 -7.027 -40.971
C 28.506 -7.315 -40.419
N 29.548 -7.504 -40.023
H 27.174 -7.200 -42.047
H 26.916 -6.026 -40.616
H 26.389 -7.666 -40.544
C 31.687 -12.800 -40.897
C 31.258 -12.530 -39.491
N 30.748 -12.236 -38.493
H 32.609 -13.378 -40.844
H 31.935 -11.836 -41.342
H 30.965 -13.332 -41.517
C 33.420 -12.222 -32.509
C 34.965 -12.144 -32.536
N 36.105 -12.129 -32.467
H 32.828 -12.014 -31.617
H 33.113 -13.182 -32.923
H 33.037 -11.556 -33.282
C 29.291 -7.753 -35.417
C 29.262 -6.357 -35.751
N 29.182 -5.228 -36.026
H 28.735 -7.836 -34.483
H 30.350 -7.967 -35.273
H 28.850 -8.413 -36.165
N 30.032 -0.098 -34.184
C 30.985 -0.169 -33.215
C 30.636 0.739 -32.209
C 29.607 1.621 -32.814
C 29.319 1.031 -34.063
H 29.817 -0.790 -34.887
H 31.734 -0.946 -33.171
H 31.124 0.809 -31.248
H 29.164 2.521 -32.414
H 28.636 1.262 -34.867
N 21.890 -6.570 -36.066
C 22.519 -7.618 -36.684
C 23.830 -7.220 -36.999
C 23.863 -5.889 -36.835
C 22.744 -5.487 -36.210
H 20.997 -6.632 -35.597
H 22.059 -8.589 -36.795
H 24.583 -7.902 -37.364
H 24.667 -5.226 -37.118
H 22.364 -4.537 -35.865
N 34.583 -7.033 -31.218
C 33.309 -6.425 -30.872
C 32.777 -5.990 -32.134
C 33.671 -6.174 -33.241
C 34.751 -6.893 -32.614
H 35.275 -7.533 -30.678
H 32.967 -6.345 -29.850
H 31.855 -5.454 -32.306
H 33.671 -5.930 -34.293
H 35.654 -7.237 -33.095
N 28.409 -3.569 -30.642
C 27.425 -4.097 -31.437
C 26.871 -5.138 -30.699
C 27.539 -5.268 -29.432
C 28.470 -4.218 -29.443
H 29.082 -2.868 -30.917
H 27.353 -3.564 -32.373
H 26.098 -5.810 -31.039
H 27.450 -6.077 -28.723
H 29.194 -3.945 -28.689
N 26.554 1.171 -41.010
C 27.757 0.430 -40.788
C 27.349 -0.731 -40.076
C 26.011 -0.562 -39.730
C 25.574 0.616 -40.266
H 26.485 2.006 -41.573
H 28.711 0.641 -41.248
H 28.032 -1.508 -39.767
H 25.399 -1.323 -39.270
H 24.623 1.126 -40.234
N 32.455 -1.870 -40.768
C 33.404 -0.898 -40.750
C 33.777 -0.715 -39.502
C 33.183 -1.693 -38.711
C 32.257 -2.395 -39.551
H 32.054 -2.287 -41.596
H 33.837 -0.492 -41.653
H 34.477 -0.034 -39.042
H 33.352 -1.931 -37.671
H 31.611 -3.232 -39.329
N 29.031 -10.274 -30.743
C 29.492 -10.768 -29.539
C 29.118 -12.156 -29.405
C 28.352 -12.467 -30.574
C 28.405 -11.326 -31.412
H 29.352 -9.425 -31.185
H 30.165 -10.101 -29.020
H 29.273 -12.802 -28.554
H 27.955 -13.457 -30.746
H 27.851 -11.200 -32.331
N 34.561 -9.291 -37.747
C 35.335 -8.271 -38.272
C 36.675 -8.726 -38.274
C 36.702 -10.055 -37.728
C 35.387 -10.414 -37.433
H 33.589 -9.202 -37.487
H 34.850 -7.382 -38.648
H 37.563 -8.238 -38.648
H 37.490 -10.762 -37.511
H 34.976 -11.238 -36.869
```

Results
E_LUMO in eV: 0.124
HOMO energy in eV: -8.034
Net charge: 0
DFT total energy in hartree: -2212.200155
Energy relative to the best compared isomer or geometry (same formula, charge and spin) in eV: 4.653

Results of the Mulliken charge analysis, in e, for atoms 1 through 4: C -0.68; C 0.26; N -0.34; H 0.27